# 1
29
Properties=species:S:1:pos:R:3:forces:R:3:lowdin_spin:R:1 method="wB97M-V/def2-TZVPD" total_charge=+3 homo_ev="-20.5 / -20.6" multiplicity=8 orbital_gap_ha="0.175 / 0.194"
Gd 0.000 0.000 0.000 -0.814 -17.651 -1.247 6.66
C -0.002 0.916 1.629 -0.008 9.802 15.680 0.07
O -0.002 1.483 2.636 0.013 -2.168 -3.385 0.09
C -0.004 1.708 -0.838 0.765 15.414 -5.982 0.08
O -0.006 2.757 -1.315 -0.192 -3.963 1.470 0.11
C -1.905 -0.015 -0.019 -19.919 0.690 -0.232 0.02
O -3.058 -0.013 -0.011 4.374 -0.169 -0.012 0.03
C 1.905 -0.007 -0.020 19.376 0.821 -0.293 0.03
O 3.058 0.000 -0.011 -4.226 -0.203 -0.048 0.04
C 0.003 -1.688 -1.593 0.042 -0.021 -5.327 -0.08
H 0.925 -2.245 -1.462 0.302 0.035 0.510 0.00
H -0.916 -2.249 -1.462 -0.336 0.010 0.465 0.00
C 0.001 -0.484 -2.270 -0.083 -3.768 -2.149 0.06
H -0.920 -0.083 -2.680 -0.344 0.249 0.096 0.01
H 0.920 -0.079 -2.679 0.362 0.238 0.104 0.01
C 0.867 -4.190 5.116 -0.503 -0.112 0.143 0.00
C 0.752 -3.308 3.908 -0.019 -0.678 0.847 -0.01
C 1.847 -2.543 3.497 -0.014 0.946 -1.157 -0.01
C 1.716 -1.680 2.406 -0.634 -1.299 1.636 0.00
N 0.532 -1.587 1.724 1.167 0.971 -0.041 -0.07
C -0.535 -2.345 2.107 0.680 -0.451 1.173 -0.01
C -0.448 -3.214 3.197 -0.231 0.804 -1.062 -0.01
H 1.659 -4.950 4.957 -0.280 0.410 0.167 0.00
H 1.132 -3.569 6.000 0.025 -0.407 -0.474 0.00
H -0.091 -4.708 5.335 0.683 0.312 -0.155 0.00
H 2.784 -2.589 4.038 0.032 -0.012 -0.068 0.00
H 2.566 -1.066 2.157 -0.081 0.149 -0.290 0.00
H -1.476 -2.249 1.584 -0.154 0.081 -0.299 0.00
H -1.318 -3.784 3.497 0.017 -0.030 -0.071 0.00

# 2
26
Properties=species:S:1:pos:R:3:forces:R:3:lowdin_charge:R:1 method="wB97M-V/def2-TZVPD" total_charge=0 homo_ev="-7.7 / -7.7" orbital_gap_ha="0.265 / 0.265"
C 4.141 1.021 0.230 1.585 -0.788 0.025 -0.27
C -4.609 0.570 -0.260 0.327 -0.625 -2.214 -0.07
C -3.715 1.415 0.373 -0.833 -0.710 1.300 -0.10
C -4.142 -0.686 -0.689 1.270 1.230 1.612 -0.06
C -2.444 0.978 0.755 -0.523 2.201 0.798 -0.03
C -2.879 -1.151 -0.336 0.038 -0.275 -1.037 -0.03
C -2.053 -0.302 0.373 1.034 0.660 0.370 -0.24
C 2.894 0.452 0.009 -2.336 -0.443 0.919 -0.23
C -0.714 -0.766 0.557 2.085 0.341 -0.580 0.10
C 2.622 -0.918 -0.003 2.953 2.911 0.124 -0.29
C 1.812 1.549 -0.036 0.347 -2.279 -0.854 -0.04
C 3.784 -1.855 -0.061 0.484 0.872 -1.172 -0.03
N 5.193 1.450 0.420 0.193 0.369 0.044 0.15
N 0.392 -0.941 0.167 -4.289 0.623 1.698 0.03
N 1.443 -1.528 -0.047 0.814 -1.992 -0.830 0.08
H -5.542 0.921 -0.766 0.643 -0.185 1.168 0.12
H -4.155 2.292 0.819 0.467 0.667 -0.315 0.10
H -4.743 -1.236 -1.303 -1.504 -1.584 -1.485 0.07
H -1.896 1.806 1.342 -0.166 -2.118 -0.973 0.15
H -2.354 -2.052 -0.751 -1.235 0.661 0.467 0.14
H 2.133 2.306 -0.695 0.522 1.152 -0.575 0.06
H 1.491 1.976 0.901 -0.216 -0.183 0.295 0.08
H 1.085 0.993 -0.606 -1.209 0.692 0.186 0.06
H 3.979 -2.102 -1.106 0.017 0.083 -0.148 0.09
H 3.581 -2.776 0.389 -0.395 -1.330 1.025 0.06
H 4.700 -1.417 0.323 -0.071 0.050 0.151 0.08

# 3
28
Properties=species:S:1:pos:R:3:forces:R:3:lowdin_charge:R:1 method="wB97M-V/def2-TZVPD" total_charge=0 homo_ev=-8.6 smiles="O=c1c2ccccc2cc2n1CCCS2(=O)=O" orbital_gap_ha=0.313
O 1.127 -2.474 -0.249 -0.647 0.619 0.178 0.06
C 0.798 -1.291 -0.242 0.517 -1.253 0.112 -0.35
C 1.551 -0.308 -1.048 0.244 0.813 -0.279 -0.07
C 2.587 -0.728 -1.903 -0.083 0.736 -0.262 0.01
C 3.267 0.200 -2.706 -0.176 -1.924 0.363 -0.07
C 2.966 1.530 -2.625 0.253 1.231 0.023 -0.09
C 1.997 1.973 -1.762 -0.995 0.704 0.648 -0.02
C 1.253 1.069 -0.973 -0.307 -0.638 0.285 -0.14
C 0.174 1.450 -0.065 -0.403 -0.989 0.588 0.01
C -0.557 0.522 0.657 1.153 1.416 -1.456 -0.21
N -0.290 -0.852 0.531 -0.715 0.048 0.478 0.02
C -1.163 -1.860 1.236 -0.043 -0.484 -1.023 -0.13
C -2.607 -1.409 1.246 -0.239 1.188 0.694 -0.20
C -2.750 -0.256 2.275 -0.964 -0.328 -0.532 -0.23
S -1.887 1.241 1.701 -1.827 1.717 0.637 0.73
O -2.815 2.057 0.891 1.584 -1.940 0.392 -0.32
O -1.368 1.981 2.846 0.359 -1.320 -0.969 -0.32
H 2.851 -1.766 -1.954 -0.053 -0.379 0.046 0.11
H 4.023 -0.150 -3.404 -0.067 0.028 0.223 0.11
H 3.546 2.253 -3.197 -0.263 -0.152 0.019 0.11
H 1.771 3.050 -1.698 0.107 -0.595 0.022 0.12
H -0.016 2.504 0.032 -0.351 0.174 0.215 0.12
H -1.214 -2.810 0.674 1.046 0.492 0.199 0.13
H -0.811 -2.030 2.259 0.161 -0.094 -0.253 0.13
H -3.314 -2.195 1.584 0.689 0.220 -0.379 0.13
H -2.891 -1.080 0.227 -0.054 -0.152 0.526 0.13
H -2.396 -0.573 3.263 0.356 0.280 -0.304 0.11
H -3.832 -0.050 2.403 0.718 0.583 -0.189 0.11

Number 1: DFT total energy -43087.252 eV. Number 2: DFT total energy -17088.176 eV. Number 3: DFT total energy -31089.623 eV.